No. 1
{"formula": "CHN2O5P", "method": "wB97M-V/def2-TZVPD", "e_lumo_ha": -0.029, "de_lowest_ev": 2.379, "e_homo_ev": -11.029, "max_force_ev_per_a": 3.75, "e_tot_ev": -23551.4465, "species": ["P", "O", "O", "N", "O", "N", "O", "O", "C", "H"], "positions_angstrom": [[-2.252081, 1.452444, -1.582659], [-3.289829, 2.259584, -0.575499], [2.060549, 0.063596, -1.440057], [0.907779, 0.419668, -1.480484], [-3.764929, 1.870295, -1.921940], [-2.258581, -1.331300, -0.659928], [0.426879, 1.244100, -0.533189], [-0.081762, 0.104854, -2.121883], [-2.439362, -0.253033, -1.003416], [1.049438, 1.753629, 0.068027]], "forces_ev_per_angstrom": [[0.349, 0.736, 0.033], [0.307, -0.169, 0.313], [-1.286, 0.470, -0.749], [-0.897, -0.946, 0.384], [-1.316, 0.065, -0.564], [-0.136, -0.587, 0.210], [0.130, 2.537, 2.764], [2.855, -1.118, -1.160], [-0.062, 0.341, 0.093], [0.057, -1.329, -1.324]], "mulliken_charge": [0.49, -0.26, -0.55, 1.12, -0.25, -0.34, -0.42, -0.49, 0.33, 0.37]}



No. 2
{"formula": "C15H10IN6O5PtS", "method": "wB97M-V/def2-TZVPD", "e_lumo_ha": [-0.123, -0.220], "de_lowest_ev": 0.221, "e_homo_ev": [-10.254, -10.882], "max_force_ev_per_a": 0.47, "e_tot_ev": -57066.8799, "multiplicity": 5, "total_charge": 1, "species": ["N", "C", "C", "C", "N", "C", "O", "H", "H", "H", "C", "C", "C", "Pt", "O", "H", "O", "N", "H", "C", "N", "H", "C", "N", "S", "H", "I", "N", "H", "H", "C", "O", "C", "C", "C", "C", "C", "H", "O"], "positions_angstrom": [[1.000674, -2.095453, 0.446278], [-2.004140, -0.140477, 3.483765], [-1.321821, 1.333224, -4.015500], [-0.462615, 1.700813, 2.121867], [1.138574, 1.927740, 0.398814], [0.327934, 2.547493, 1.373083], [-2.702162, -1.647095, -2.400942], [4.351453, 2.092793, -2.360210], [-0.572911, -4.798320, -0.320232], [-2.591911, -0.891183, 3.990228], [-1.390426, 2.139789, 3.101944], [1.798364, -2.991549, 1.022752], [-1.094907, 0.077312, -2.013110], [1.062950, -0.027171, 0.375018], [0.396202, 1.911308, -2.458747], [-1.482781, 3.199514, 3.293830], [-0.731098, -0.393738, -0.858715], [-0.329065, 0.340921, 1.867970], [0.352282, 3.622696, 1.458935], [-0.531566, 1.167889, -2.724336], [2.081173, 2.637026, -0.169866], [-0.687966, -2.239801, -0.660169], [-2.153485, 1.221425, 3.772206], [-0.004419, -2.776608, -0.123664], [2.845373, 0.151405, -1.030820], [-0.937809, -1.573104, 2.277740], [2.086290, -6.049976, 1.472783], [3.756439, 2.564130, -1.699218], [2.685801, -2.682666, 1.549780], [-2.867478, 1.544453, 4.516817], [-1.081874, -0.529906, 2.526325], [-1.244738, 2.120096, -4.882385], [2.882438, 1.894576, -0.965607], [-2.417907, 0.126630, -4.011452], [0.136954, -4.091593, 0.074914], [1.288016, -4.275268, 0.817792], [-2.122187, -0.635383, -2.708366], [3.744987, 3.572394, -1.679834], [-3.202657, -0.054342, -4.859673]], "forces_ev_per_angstrom": [[-0.046, -0.046, -0.049], [0.012, -0.006, -0.015], [0.024, 0.154, -0.143], [-0.042, -0.013, 0.052], [0.003, 0.160, 0.083], [0.090, -0.079, -0.132], [0.042, -0.081, 0.014], [0.002, 0.000, 0.016], [0.001, -0.001, -0.002], [0.001, -0.002, 0.000], [0.026, 0.000, -0.038], [-0.012, 0.003, 0.032], [0.243, -0.313, -0.096], [0.089, -0.060, 0.083], [-0.010, -0.095, 0.017], [0.002, 0.001, 0.001], [-0.294, 0.355, -0.078], [-0.020, 0.034, -0.026], [0.007, 0.003, -0.001], [-0.014, 0.133, 0.186], [0.003, -0.155, -0.082], [-0.068, -0.008, 0.068], [0.016, -0.010, -0.014], [0.056, -0.093, -0.006], [0.051, 0.110, -0.091], [-0.005, -0.003, 0.003], [0.014, -0.031, 0.012], [0.027, 0.019, -0.039], [0.003, -0.004, 0.008], [0.001, 0.004, 0.002], [-0.026, -0.019, 0.031], [0.003, -0.097, 0.101], [-0.168, -0.005, 0.091], [-0.116, -0.143, 0.070], [0.023, 0.021, 0.001], [-0.001, 0.034, -0.014], [0.020, 0.198, -0.066], [0.004, -0.001, 0.007], [0.057, 0.035, 0.012]], "lowdin_spin": [0.01, 0.17, 0.13, 0.07, 0.40, 0.39, 0.09, 0.01, 0.00, 0.01, 0.14, 0.01, 0.02, 0.62, 0.09, 0.00, 0.23, 0.16, 0.02, 0.05, 0.32, 0.00, 0.02, 0.00, 0.09, 0.00, 0.00, 0.16, 0.00, 0.00, 0.02, 0.23, 0.12, 0.14, 0.00, 0.00, 0.07, 0.00, 0.24]}



No. 3
{"formula": "C3H9N2OP", "method": "wB97M-V/def2-TZVPD", "e_lumo_ha": 0.029, "de_lowest_ev": 1.872, "e_homo_ev": -9.281, "max_force_ev_per_a": 3.64, "e_tot_ev": -17572.3412, "species": ["C", "H", "H", "H", "O", "H", "H", "C", "P", "N", "H", "H", "C", "H", "H", "N"], "positions_angstrom": [[1.615060, -1.119553, -0.277238], [1.681392, 1.229943, 0.990706], [2.243896, 1.357619, -0.598269], [-3.078969, -1.190095, 0.038206], [-0.879739, -1.418531, 0.276038], [1.167642, -1.950292, 0.326564], [2.552848, -0.853479, 0.381655], [1.423085, 1.240823, -0.009571], [-3.291790, 0.279935, 0.080782], [-1.608255, 0.716562, -0.122184], [-3.116097, -0.139693, 1.462509], [-1.611169, 1.496112, -0.774679], [-0.554314, -0.291220, -0.055166], [0.773262, 2.105933, -0.113327], [1.955174, -1.479207, -1.331146], [0.727967, 0.015136, -0.274875]], "forces_ev_per_angstrom": [[2.427, -1.384, 1.061], [1.012, 0.097, 2.256], [2.265, 0.206, -1.793], [-0.459, 1.102, -1.020], [-0.332, 0.033, -0.220], [0.276, 0.592, -1.077], [-1.448, -0.326, -1.587], [-3.557, 0.761, 0.182], [1.223, -2.366, 1.640], [0.547, -0.404, -0.480], [-0.536, 0.974, -0.174], [1.037, -0.293, 0.107], [-2.715, 0.497, 0.730], [-0.137, 0.056, -0.299], [-0.655, 0.709, 1.845], [1.054, -0.253, -1.170]], "mulliken_charge": [-0.98, 0.46, 0.40, 0.07, -0.63, 0.34, 0.33, -1.13, -0.14, -0.36, 0.05, 0.31, 0.70, 0.32, 0.21, 0.04]}



Repeat the third record exactly.
{"formula": "C3H9N2OP", "method": "wB97M-V/def2-TZVPD", "e_lumo_ha": 0.029, "de_lowest_ev": 1.872, "e_homo_ev": -9.281, "max_force_ev_per_a": 3.64, "e_tot_ev": -17572.3412, "species": ["C", "H", "H", "H", "O", "H", "H", "C", "P", "N", "H", "H", "C", "H", "H", "N"], "positions_angstrom": [[1.615060, -1.119553, -0.277238], [1.681392, 1.229943, 0.990706], [2.243896, 1.357619, -0.598269], [-3.078969, -1.190095, 0.038206], [-0.879739, -1.418531, 0.276038], [1.167642, -1.950292, 0.326564], [2.552848, -0.853479, 0.381655], [1.423085, 1.240823, -0.009571], [-3.291790, 0.279935, 0.080782], [-1.608255, 0.716562, -0.122184], [-3.116097, -0.139693, 1.462509], [-1.611169, 1.496112, -0.774679], [-0.554314, -0.291220, -0.055166], [0.773262, 2.105933, -0.113327], [1.955174, -1.479207, -1.331146], [0.727967, 0.015136, -0.274875]], "forces_ev_per_angstrom": [[2.427, -1.384, 1.061], [1.012, 0.097, 2.256], [2.265, 0.206, -1.793], [-0.459, 1.102, -1.020], [-0.332, 0.033, -0.220], [0.276, 0.592, -1.077], [-1.448, -0.326, -1.587], [-3.557, 0.761, 0.182], [1.223, -2.366, 1.640], [0.547, -0.404, -0.480], [-0.536, 0.974, -0.174], [1.037, -0.293, 0.107], [-2.715, 0.497, 0.730], [-0.137, 0.056, -0.299], [-0.655, 0.709, 1.845], [1.054, -0.253, -1.170]], "mulliken_charge": [-0.98, 0.46, 0.40, 0.07, -0.63, 0.34, 0.33, -1.13, -0.14, -0.36, 0.05, 0.31, 0.70, 0.32, 0.21, 0.04]}